No. 1
Here is a structure of composition C22H21ClCoF3NO5S2 from the Open Molecules 2025 dataset. Energies are from ωB97M-V/def2-TZVPD.

Structure (XYZ):
```
56
Properties=species:S:1:pos:R:3:lowdin_charge:R:1
Co 0.70937 -0.13386 -0.37863 0.418
Cl -1.67894 2.51308 -7.37776 0.682
S 1.39491 -2.47672 1.46488 1.038
S 2.93902 -0.40049 -0.82271 0.845
F 5.65675 -0.63926 1.13311 0.153
F 5.68710 1.19946 -0.00294 0.155
F 6.21375 1.21631 2.09570 0.158
O 0.71712 1.60990 -1.33943 -0.010
O -0.55919 -0.58202 -1.86142 0.012
O 0.55857 -1.88905 0.31595 -0.543
O -3.22821 -0.67568 -2.70183 -0.027
O -1.11537 0.16637 0.09264 -0.016
N 1.65274 0.64249 1.05169 -0.067
C 5.39115 0.67397 1.19223 -0.603
C -3.58223 1.27504 -4.08440 -0.193
C -2.93505 -0.12292 -1.45474 -0.088
C 0.70138 -4.12237 1.52805 -0.185
C -2.13944 1.57440 -5.99546 -0.666
C 2.93643 0.44981 0.70228 -0.599
C -0.11689 -0.69281 5.32737 -0.052
C 0.75347 -1.78590 2.96531 -0.415
C -1.83772 -0.33628 -4.60377 -0.002
C -3.18554 2.00735 -5.20075 -0.061
C 1.65622 -1.62970 4.00693 -0.084
C -1.46722 0.39175 -5.71892 -0.094
C 3.94671 0.91263 1.54857 -0.085
C 3.57424 1.57256 2.70501 0.042
C 1.27280 1.27094 2.16448 -0.062
C -1.00175 -0.83224 4.26342 -0.051
C -4.77290 1.71283 -3.27966 -0.029
C 2.23097 1.76555 3.02267 -0.014
C -2.86718 0.11534 -3.78897 -0.235
C 1.20648 -1.09030 5.20440 -0.058
C -1.47934 -0.19732 -1.07584 -0.502
C -0.57226 -1.38679 3.06962 -0.072
H -0.37230 -4.04737 1.68422 0.074
H 4.34405 1.94140 3.36925 0.136
H 1.62322 1.92557 -1.46960 0.093
H 0.20792 1.35392 2.33226 0.136
H 0.93013 -4.59573 0.57640 0.071
H -4.50277 2.41477 -2.48741 0.086
H -3.24088 0.92605 -1.36936 0.136
H -1.24026 -1.48098 2.22284 0.115
H 1.18062 -4.65822 2.34557 0.075
H -5.49039 2.22043 -3.92205 0.088
H 2.69175 -1.92297 3.88557 0.118
H -0.67390 0.05270 -6.36916 0.109
H -1.33427 -1.25634 -4.34542 0.124
H -3.48901 -0.67616 -0.69273 0.157
H -5.27368 0.86028 -2.82262 0.089
H 0.36170 1.42451 -2.22277 0.112
H 1.93933 2.28402 3.92296 0.121
H 1.89047 -0.97469 6.03370 0.117
H -0.46353 -0.26612 6.25864 0.115
H -3.71917 2.91010 -5.46657 0.117
H -2.02900 -0.51127 4.36920 0.118
```

Values from the calculation:
* charge: +1
* largest force on an atom: 0.68 eV/Å
* energy above the lowest of the compared OMol25 structures with the same formula, charge and spin: 10.43 kcal/mol
* total energy: -4220.67287 hartree
* multiplicity: 1
* HOMO energy: -0.4008 Eh


No. 2
Here is a structure of composition C15H10ClF6N4O9S3Ti from the Open Molecules 2025 dataset. Energies are from ωB97M-V/def2-TZVPD.

Structure (XYZ):
```
49
Properties=species:S:1:pos:R:3:lowdin_spin:R:1
Ti 7.92756 -13.46104 8.12260 0.944
Cl 8.40668 -14.43938 16.43066 0.001
S 10.49962 -13.53594 5.92862 0.002
S 8.86931 -6.01151 7.24270 0.001
S 10.84678 -15.35049 8.08155 0.001
F 12.95119 -12.52953 5.67256 0.000
F 13.13250 -14.96648 9.39388 0.000
F 11.85554 -13.29812 9.18989 0.000
F 11.30069 -11.27841 5.07487 0.000
F 11.69448 -11.68487 7.26492 0.000
F 11.30182 -15.08248 10.50901 0.000
O 11.22877 -16.74294 8.06336 0.000
O 7.30942 -14.13602 9.88093 0.004
O 10.29604 -13.80738 4.54962 0.000
O 7.10275 -14.78378 6.73704 -0.003
O 8.92610 -12.70639 10.07700 -0.001
O 5.01121 -14.31553 6.00047 -0.001
O 5.89739 -13.30688 7.72336 0.006
O 9.35899 -12.97243 6.66299 0.012
O 9.52505 -15.03064 8.58335 0.006
N 11.23701 -14.70079 6.67760 0.001
N 5.93638 -14.13385 6.75916 0.006
N 7.73965 -11.14432 7.75771 -0.001
N 6.29150 -6.54996 7.14669 0.000
C 7.09642 -10.66049 6.67037 0.004
C 8.17012 -13.54513 10.60860 0.012
C 7.34721 -14.67455 12.64465 0.002
C 8.42439 -10.25819 8.57413 0.003
C 8.26297 -14.12076 14.74571 0.002
C 11.71064 -12.15311 5.99272 0.000
C 7.07088 -9.28802 6.39011 -0.001
C 8.90855 -12.85340 12.89087 0.002
C 11.84867 -14.63243 9.35224 0.000
C 8.12129 -13.66625 12.09008 0.000
C 7.42067 -14.89591 14.01993 0.000
C 8.43383 -8.89951 8.39108 -0.001
C 7.59580 -6.99338 7.13021 0.000
C 7.71683 -8.44522 7.26063 0.003
C 8.95916 -13.02968 14.25268 0.000
H 5.52461 -7.23344 7.15612 0.000
H 6.09679 -5.65134 6.75189 0.000
H 8.93582 -8.28397 9.10976 0.000
H 8.93774 -10.60859 9.44317 0.000
H 9.44573 -12.04225 12.39780 0.000
H 9.43899 -12.28235 14.85919 0.000
H 6.78530 -15.64633 14.50481 0.000
H 6.57377 -11.37426 6.06985 0.000
H 6.50337 -8.87995 5.54868 0.000
H 6.66301 -15.24045 11.97830 0.000
```

Values from the calculation:
* largest force on an atom: 3.64 eV/Å
* energy above the lowest of the compared OMol25 structures with the same formula, charge and spin: 0.00 kcal/mol
* total energy: -4577.23759 hartree
* multiplicity: 2
* HOMO energy (spin up / spin down): -0.3406 / -0.3411 Eh


No. 3
Here is a cluster of 3 separate species, C4H16NO2 in total from the Open Molecules 2025 dataset. Energies are from ωB97M-V/def2-TZVPD.

Structure (XYZ):
```
23
Properties=species:S:1:pos:R:3:lowdin_spin:R:1
O -2.70740 3.25441 -0.08016 0.112
O -1.20631 1.53984 1.08524 0.115
N -0.95345 -0.12092 -0.77717 0.133
C 2.00888 -1.47402 1.26397 0.005
C 1.87811 -1.08338 -1.41103 0.027
C -0.30185 -1.26895 -0.10990 0.086
C 1.21704 -0.87670 0.02072 0.019
H 2.92151 -0.87663 1.61770 0.000
H 2.50435 -0.37053 -1.84289 0.004
H 1.00837 -0.92120 -2.01917 0.021
H -0.76347 0.91067 -0.07285 0.029
H -0.57425 0.08381 -1.76426 0.088
H 1.41984 0.20663 0.25054 0.013
H -1.82153 2.35805 0.95025 0.017
H -2.73089 4.12191 -0.31430 0.023
H 2.43014 -2.11173 -1.33314 0.000
H -0.60183 -2.09394 -0.63218 0.027
H 1.53468 -1.49534 2.30751 0.004
H -0.95781 -1.40913 0.82434 0.036
H -1.08660 1.43261 2.01673 0.032
H -3.57203 3.00131 -0.04165 0.045
H -1.98419 -0.33861 -0.89219 0.162
H 2.33868 -2.46815 0.95388 0.000
```

Values from the calculation:
* largest force on an atom: 4.32 eV/Å
* energy above the lowest of the compared OMol25 structures with the same formula, charge and spin: 55.76 kcal/mol
* total energy: -367.02243 hartree
* multiplicity: 2
* HOMO energy (spin up / spin down): -0.0978 / -0.4101 Eh